No. 1
Computed, not measured: a 4-piece molecular cluster, C4H15N2O5 overall, with ωB97M-V with the def2-TZVPD basis set.

XYZ file:
```
26
C4H15N2O5 | the Open Molecules 2025 dataset | ωB97M-V with the def2-TZVPD basis set
N 0.21365 -2.70105 0.82167
C 1.28676 -1.84140 0.44638
C 1.51104 -0.56382 1.30798
N 1.49738 0.70016 0.68695
C 0.45745 1.61355 1.08202
C -0.84653 1.09752 0.42135
O -1.49462 0.27915 1.09367
O -1.31274 1.50242 -0.64813
H -0.31981 -2.62715 1.60702
H -0.55556 -2.73688 0.08743
H 2.30421 -2.47539 0.46905
H 1.41574 -1.60092 -0.60775
H 0.67015 -0.64175 2.01012
H 2.54169 -0.67974 1.75990
H 2.17714 1.00694 0.06702
H 0.74031 2.61825 0.60543
H 0.33661 1.66683 2.16761
H -0.56916 -0.36226 -1.53752
H 0.64501 -0.92326 -2.14713
O -0.23123 -0.85628 -2.37072
H -3.74935 -0.65862 -0.80428
H -2.98970 -0.20904 0.47176
O -3.69739 -0.88744 0.15228
H 2.48115 2.03793 -2.84204
H 1.69918 1.78970 -1.64933
O 2.57884 1.95796 -1.94760
```

Calculated values
- Kohn-Sham gap: 7.81 eV
- Relative energy (zero: lowest compared OMol25 entry of this formula, charge and spin): 3.110 eV
- Total energy: -647.13547 hartree
- LUMO level: 3.3 eV
- Charge: -1



No. 2
Computed, not measured: a 2-piece molecular cluster, C14H28Cl2O3S overall, with ωB97M-V with the def2-TZVPD basis set.

XYZ file:
```
48
C14H28Cl2O3S | the Open Molecules 2025 dataset | ωB97M-V with the def2-TZVPD basis set
C -2.28642 -2.62954 0.78234
C -2.60172 -1.35573 -0.00123
C -1.41694 -0.77805 -0.77632
C -0.09560 -0.72624 -0.00100
C -0.28706 0.06248 1.28531
S -0.18563 1.84016 1.08304
O 0.93038 2.35238 1.81069
O -1.43278 2.45825 1.38267
O 0.01410 1.99567 -0.49630
C 1.22816 1.30616 -0.86278
C 1.01427 -0.21504 -0.94820
C 2.35873 -0.98877 -0.85678
C 3.48687 -0.24379 -1.58360
C 2.78984 -1.41322 0.55078
C 3.38584 -0.31661 1.45354
C 3.31650 -0.79715 2.91450
H -1.98131 -3.44530 0.13282
H -3.14467 -2.95931 1.35852
H -1.50481 -2.43026 1.51336
H -3.35319 -1.62218 -0.73387
H -3.08105 -0.63166 0.65575
H -1.23764 -1.40099 -1.65126
H -1.69001 0.20826 -1.14102
H 0.14903 -1.75348 0.24476
H -1.26389 -0.08760 1.72933
H 0.43848 -0.18228 2.05274
H 1.47310 1.64418 -1.86063
H 2.06304 1.59096 -0.23439
H 0.63472 -0.38218 -1.95239
H 2.21735 -1.90547 -1.42977
H 4.00619 0.45372 -0.93555
H 3.12763 0.25747 -2.47446
H 4.22342 -0.98345 -1.88923
H 3.57757 -2.15450 0.41549
H 2.00061 -1.91696 1.10497
H 2.83837 0.61829 1.41745
H 4.43484 -0.20107 1.19936
H 2.26654 -0.85897 3.18688
H 3.84936 -0.11988 3.57124
H 3.71531 -1.80498 2.98542
Cl -4.24297 0.40072 -2.15577
C -4.10204 1.86628 -1.14337
C -4.48924 3.11294 -1.89406
Cl -3.32181 3.50815 -3.18132
H -3.07894 1.92843 -0.77649
H -4.76511 1.72884 -0.29094
H -4.50728 3.95846 -1.20882
H -5.47013 3.01284 -2.35148
```

Calculated values
- Kohn-Sham gap: 11.29 eV
- Total energy: -2094.51940 hartree
- LUMO level: 0.6 eV



No. 3
Computed, not measured: C20H51HgN3OSi4Ta as an isolated structure, with ωB97M-V with the def2-TZVPD basis set.

XYZ file:
```
81
C20H51HgN3OSi4Ta | the Open Molecules 2025 dataset | ωB97M-V with the def2-TZVPD basis set
N 2.00070 -0.28270 -1.16609
C 3.06682 -1.09947 -0.94242
O 4.17666 -0.51686 -0.65345
Hg 3.23415 -1.37105 -3.24344
Ta 0.46533 0.69446 -0.72227
N -0.90211 1.24931 -2.10245
N 1.26915 2.20159 0.18284
C -0.63958 2.25178 -3.20187
C 2.56164 2.82654 0.29311
C -1.73781 2.23683 -4.26496
C -0.64775 3.68844 -2.65135
C 0.72015 1.90235 -3.79256
C 3.44147 1.87303 1.10562
C 2.53319 4.22268 0.89895
C 3.16771 2.91420 -1.11072
H -1.99909 1.22108 -4.54033
H -1.36656 2.77953 -5.14458
H -2.64799 2.76360 -3.90734
H -1.63296 3.99062 -2.29466
H -0.40387 4.34404 -3.48756
H 0.07199 3.88264 -1.85310
H 1.54252 2.02829 -3.05941
H 0.89607 2.56837 -4.61700
H 0.71228 0.86979 -4.12779
H 2.97585 1.73266 2.08858
H 4.43558 2.32795 1.23514
H 3.53940 0.90349 0.59034
H 2.25009 4.17350 1.95888
H 1.85434 4.87193 0.31977
H 3.55911 4.61761 0.83058
H 4.18198 3.33161 -1.02545
H 2.58716 3.61257 -1.72759
H 3.25953 1.93489 -1.61126
C -2.27385 1.41824 -1.60821
H -2.55406 0.79570 -0.74956
H -2.33994 2.51027 -1.34057
H -2.96822 1.20872 -2.46665
C 0.23181 2.69587 1.04809
H -0.68545 2.06609 1.02180
H 0.57318 2.76458 2.10250
H -0.07271 3.71947 0.75537
C -3.64088 -2.26638 -0.75611
Si -1.92273 -2.87566 -0.42884
C -2.04500 -4.53594 0.49349
C -1.00343 -3.21637 -2.09601
Si -0.53992 -1.29364 0.66325
Si -1.79600 -0.79262 2.50142
C -2.67330 -2.17161 3.39381
C -0.64966 0.05323 3.75982
C -3.15940 0.44778 2.04041
Si 1.09145 -2.61436 1.50678
C 0.66431 -3.70016 2.91284
C 1.73671 -3.83558 0.18350
C 2.55972 -1.50913 2.01658
H -4.23306 -3.07101 -1.20740
H -3.66324 -1.42801 -1.45713
H -4.16668 -1.95554 0.14890
H -2.65854 -5.21389 -0.12333
H -1.07454 -5.02860 0.65485
H -2.54704 -4.43374 1.46920
H -0.99041 -2.29553 -2.70896
H 0.03568 -3.54329 -1.94877
H -1.56275 -4.00448 -2.62868
H -2.01155 -2.93030 3.80982
H -3.24554 -1.77406 4.23963
H -3.39233 -2.70185 2.76977
H -0.08531 0.89320 3.32831
H -1.24811 0.45651 4.59615
H 0.08074 -0.64889 4.18884
H -2.76288 1.40255 1.67189
H -3.83612 0.05267 1.27210
H -3.76969 0.67378 2.93038
H -0.05007 -4.47468 2.66524
H 1.55712 -4.22151 3.24944
H 0.27054 -3.19058 3.78080
H 1.91162 -3.36311 -0.79277
H 2.70664 -4.24735 0.51903
H 1.03105 -4.66976 0.04093
H 3.21472 -1.31629 1.15046
H 2.24882 -0.51508 2.41038
H 3.18312 -2.06494 2.76106
```

Calculated values
- Expectation value of S²: 0.79
- Kohn-Sham gap (alpha / beta): 4.97 / 3.88 eV
- Relative energy (zero: lowest compared OMol25 entry of this formula, charge and spin): 0.792 eV
- Total energy: -2399.91417 hartree
- LUMO level (alpha / beta): -9.0 / -10.0 eV
- Multiplicity: 2
- Charge: +2



No. 4
Computed, not measured: C41H31CoN10O2 as an isolated structure, with ωB97M-V with the def2-TZVPD basis set.

XYZ file:
```
85
C41H31CoN10O2 | the Open Molecules 2025 dataset | ωB97M-V with the def2-TZVPD basis set
Co -0.56846 0.07140 -0.15664
C -3.15572 1.73300 5.69548
C -4.07528 2.47097 4.95887
C -3.92285 2.65836 3.58799
C -2.83201 2.06678 2.98065
C -2.42586 1.92331 1.58544
N -1.29926 1.13922 1.48717
C -0.97581 0.76313 2.75363
N -0.04560 -0.09279 3.12556
C 0.45870 -1.00600 2.33268
C 1.31708 -2.09441 2.80074
C 1.95449 -2.32479 4.00221
C 2.68932 -3.49875 4.12240
C 2.76405 -4.41271 3.07613
C 2.08536 -4.19743 1.88003
C 1.37017 -3.02389 1.75965
C 0.54479 -2.46956 0.68615
N 0.23474 -3.12834 -0.40295
C -0.44247 -2.55099 -1.39052
N -0.71520 -1.24629 -1.51921
C -1.36472 -1.04682 -2.74076
N -1.82436 0.05078 -3.21304
C -1.90304 1.18612 -2.42063
N -2.30130 1.06070 -1.01282
C -2.97174 2.20491 -0.63766
N -3.09408 2.53167 0.61879
C -3.25620 2.99501 -1.80783
C -3.97560 4.17445 -1.96716
C -3.99370 4.75561 -3.22141
C -3.29070 4.19293 -4.28726
C -2.56404 3.01838 -4.13105
C -2.56924 2.41882 -2.89146
C -1.53410 -2.35118 -3.39654
C -2.21778 -2.73777 -4.52958
C -2.31267 -4.10451 -4.78242
C -1.72343 -5.04081 -3.94033
C -1.02902 -4.64758 -2.80034
C -0.96413 -3.29337 -2.54004
N 0.06460 -1.25511 1.04551
C -1.90458 1.33910 3.72493
C -2.04209 1.16222 5.08599
H -3.31853 1.57970 6.75340
H -4.93129 2.89697 5.46386
H -4.64199 3.22664 3.01422
H 1.88160 -1.61203 4.81231
H 3.21387 -3.70976 5.04434
H 3.35431 -5.31012 3.20095
H 2.11206 -4.91983 1.07581
H -4.50385 4.60866 -1.12950
H -4.56205 5.66164 -3.38044
H -3.30275 4.68653 -5.24950
H -2.01465 2.57602 -4.95049
H -2.67085 -2.00365 -5.18127
H -2.86642 -4.44609 -5.64651
H -1.81809 -6.09518 -4.16193
H -0.57616 -5.35806 -2.12249
H -1.31788 0.58303 5.64203
C 4.69543 0.57408 3.41330
C 3.72224 1.55534 3.29520
C 2.74798 1.40645 2.31909
N 2.71520 0.36990 1.48828
C 3.66200 -0.55604 1.59000
C 4.66707 -0.50625 2.54495
H 5.46831 0.65801 4.16581
H 3.71907 2.41943 3.94494
H 1.96683 2.14752 2.18097
H 3.62443 -1.36232 0.86387
H 5.40417 -1.29548 2.60138
O -0.40869 2.58777 -1.08061
N -0.83725 1.43665 -1.34883
C 2.49937 -1.74876 -2.54602
C 2.84874 -0.29495 -2.32862
O 1.90344 0.41661 -1.53209
C 2.41835 1.72160 -1.25957
C 2.42555 2.65028 -2.46586
H 3.33500 -2.23159 -3.05255
H 1.61675 -1.86642 -3.17406
H 2.33995 -2.25598 -1.59747
H 2.94560 0.19875 -3.30069
H 3.82247 -0.23849 -1.82241
H 3.43118 1.62841 -0.84836
H 1.77687 2.14024 -0.49193
H 3.16807 2.36168 -3.20900
H 2.65442 3.65886 -2.12226
H 1.44186 2.66648 -2.93263
```

Calculated values
- Expectation value of S²: 0.78
- Kohn-Sham gap (alpha / beta): 5.50 / 5.79 eV
- Relative energy (zero: lowest compared OMol25 entry of this formula, charge and spin): 4.551 eV
- Total energy: -3661.53420 hartree
- LUMO level (alpha / beta): -5.1 / -5.1 eV
- Multiplicity: 2
- Charge: +1



No. 5
Computed, not measured: C15H12BBrClF4N2O7Sm as an isolated structure, with ωB97M-V with the def2-TZVPD basis set.

XYZ file:
```
44
C15H12BBrClF4N2O7Sm | the Open Molecules 2025 dataset | ωB97M-V with the def2-TZVPD basis set
Sm -0.50840 0.30741 -0.66183
O -1.46431 3.78644 -3.31775
C -1.15871 3.05594 -2.27455
O -1.27871 1.84550 -2.23626
C -0.72850 3.85530 -1.05686
O 0.12373 3.09648 -0.21563
C 1.47694 3.05860 -0.73082
C 1.41180 2.12130 -1.95420
O 1.27819 2.63388 -3.05746
O 1.35076 0.88367 -1.64122
H -1.66870 3.21004 -4.06829
H -1.62423 4.08896 -0.47908
H -0.25112 4.78146 -1.37839
H 2.10576 2.63838 0.05026
H 1.81060 4.05887 -1.00618
Br 1.65378 -6.40390 -3.59725
C 1.64398 -5.34930 -2.02471
C 2.20394 -5.85495 -0.85902
N 2.23332 -5.16204 0.27289
C 1.70750 -3.94364 0.27929
C 1.12162 -3.36555 -0.84137
C 1.08464 -4.08789 -2.02628
C 0.53115 -1.99756 -0.77401
O 0.71965 -1.29954 0.26566
O -0.15081 -1.57255 -1.74476
H 2.63909 -6.84716 -0.84020
H 1.74873 -3.39452 1.21190
H 0.62676 -3.65748 -2.90636
Cl -2.41738 -0.51928 5.10415
C -1.23819 0.30074 4.15416
C -0.26694 1.08729 4.74909
C 0.65701 1.70258 3.92308
C 0.57050 1.51092 2.55632
N -0.37563 0.76778 1.97855
C -1.26369 0.17134 2.77310
H -0.23952 1.20797 5.82332
H 1.43438 2.32985 4.33616
H 1.29299 1.96928 1.89492
H -2.02927 -0.43592 2.31219
F -2.47844 1.12749 0.07347
B -3.03951 -0.14053 -0.41185
F -2.72389 -0.18937 -1.76781
F -2.18517 -1.11378 0.20174
F -4.33568 -0.26247 -0.08811
```

Calculated values
- Expectation value of S²: 8.76
- Kohn-Sham gap (alpha / beta): 9.46 / 9.46 eV
- Relative energy (zero: lowest compared OMol25 entry of this formula, charge and spin): 0.166 eV
- Total energy: -5331.91645 hartree
- LUMO level (alpha / beta): 0.0 / 0.0 eV
- Multiplicity: 6



No. 6
Computed, not measured: one molecule with the formula C5H8O, with ωB97M-V with the def2-TZVPD basis set.

XYZ file:
```
14
C5H8O | the Open Molecules 2025 dataset | ωB97M-V with the def2-TZVPD basis set
C 2.24817 0.68992 -0.26367
O 1.66003 -0.60030 -0.49442
C 0.40604 -0.86726 -0.24622
C -1.96282 -0.72244 0.47302
C -0.66810 -0.04087 0.04838
C -0.50433 1.32930 -0.21652
H 1.96288 1.38791 -1.04955
H 3.32217 0.49572 -0.24446
H 1.89332 1.09667 0.68336
H 0.25390 -1.94659 -0.32954
H -2.70147 -0.71464 -0.33646
H -1.82019 -1.76341 0.78791
H -2.40600 -0.18994 1.32147
H -1.50814 1.79865 -0.15274
```

Calculated values
- Kohn-Sham gap: 7.71 eV
- Relative energy (zero: lowest compared OMol25 entry of this formula, charge and spin): 4.466 eV
- Total energy: -270.39376 hartree
- LUMO level: -0.1 eV